Density functional theory data (ωB97M-V/def2-TZVPD) for a cluster of 2 separate species, C11H13F2N in total.

Calculated values
Calculated total energy, Ha: -681.22053
Strongest force on any atom, hartree/bohr: 0.0749
Lowest unoccupied orbital energy (spin up / spin down), eV: -0.29 / -0.79
Energy above the lowest of the compared OMol25 structures with the same formula, charge and spin, kJ/mol: 468.6

The geometry in XYZ format:
```
27
C11H13F2N, DFT ωB97M-V/def2-TZVPD
C 2.992 0.002 -0.445
H -0.951 -2.074 -1.658
H 0.510 2.301 -2.380
N -2.023 0.191 0.393
C -2.791 -2.113 0.049
H -0.128 -0.558 -1.290
C 1.938 0.750 1.695
H 0.434 2.143 1.522
F -1.145 0.708 2.448
H -3.653 -1.555 -0.414
C 1.328 1.784 -0.441
H -3.135 -2.337 1.090
C 2.770 -0.185 0.899
H 3.445 -0.696 1.465
H -0.864 -1.566 0.700
C 0.395 2.032 -1.390
H 2.572 1.101 -2.186
C -1.079 -1.061 -1.385
H -1.591 -0.619 -2.185
C -1.716 0.922 1.296
H 1.689 0.589 2.703
C 2.451 1.114 -1.131
H -2.573 -2.976 -0.502
H 3.608 -0.621 -1.041
C -1.604 -1.139 -0.010
C 1.159 1.632 0.999
F -2.038 2.233 1.201
```